ORCA calculation (ωB97M-V/def2-TZVPD) on 12 unconnected molecules or ions with the total composition C57H151B2F8N9O19 in a non-equilibrium geometry.

Each line ends with the Löwdin charge.
CARTESIAN COORDINATES (ANGSTROEM)
C: -0.881 1.011 0.727  -0.082
C: 0.635 1.188 0.958  -0.592
C: 1.390 0.034 0.260  -0.059
O: 1.101 2.453 0.599  -0.300
H: -1.461 1.870 1.093  0.041
H: -1.198 0.173 1.358  0.041
H: -1.294 0.943 -0.284  0.071
H: 0.753 0.987 2.041  0.094
H: 1.357 0.165 -0.825  0.076
H: 1.032 -0.977 0.461  0.057
H: 2.432 0.161 0.556  0.053
C: 1.391 5.900 -3.464  -0.092
O: 2.244 4.819 -3.206  -0.161
C: 1.683 3.530 -3.120  -0.195
C: 2.704 2.510 -2.633  -0.078
N: 3.239 2.979 -1.325  0.072
H: 3.533 3.956 -1.342  0.162
H: 2.468 2.877 -0.637  0.109
C: 4.396 2.213 -0.707  -0.061
C: 5.707 2.561 -1.422  -0.177
O: 5.743 3.943 -1.755  -0.190
C: 6.812 4.264 -2.643  -0.071
H: 1.993 6.797 -3.308  0.108
H: 0.575 6.007 -2.738  0.073
H: 0.979 6.044 -4.464  0.088
H: 1.469 3.361 -4.185  0.139
H: 0.735 3.465 -2.572  0.107
H: 3.540 2.396 -3.323  0.130
H: 2.315 1.497 -2.613  0.116
H: 4.158 1.163 -0.579  0.110
H: 4.448 2.637 0.296  0.110
H: 5.707 2.006 -2.365  0.110
H: 6.579 2.281 -0.831  0.136
H: 6.827 5.345 -2.749  0.096
H: 6.667 3.768 -3.605  0.093
H: 7.811 3.986 -2.296  0.098
C: -1.952 8.867 0.103  -0.063
O: -1.498 7.536 -0.132  -0.163
C: -2.543 6.599 -0.043  -0.241
C: -2.285 5.370 -0.870  -0.089
N: -2.407 5.791 -2.294  0.054
H: -3.325 6.189 -2.504  0.187
H: -1.829 6.601 -2.560  0.165
C: -2.179 4.759 -3.373  -0.081
C: -2.158 5.474 -4.688  -0.224
O: -1.340 6.597 -4.546  -0.237
C: -1.386 7.533 -5.642  -0.028
H: -1.227 9.561 -0.313  0.105
H: -2.018 9.012 1.185  0.088
H: -2.943 9.106 -0.291  0.096
H: -3.543 6.981 -0.281  0.132
H: -2.624 6.312 1.014  0.114
H: -3.041 4.603 -0.697  0.134
H: -1.333 4.884 -0.656  0.142
H: -2.916 3.964 -3.314  0.145
H: -1.152 4.460 -3.167  0.105
H: -3.170 5.681 -5.058  0.141
H: -1.727 4.784 -5.424  0.147
H: -0.730 8.371 -5.409  0.103
H: -2.406 7.855 -5.839  0.103
H: -0.834 7.152 -6.505  0.104
C: 3.702 -6.416 -8.571  -0.041
O: 3.450 -5.421 -7.554  -0.208
C: 4.535 -4.560 -7.403  -0.223
C: 4.129 -3.357 -6.556  -0.057
N: 3.198 -3.761 -5.401  0.072
H: 3.607 -4.473 -4.801  0.181
H: 3.198 -2.920 -4.810  0.116
C: 1.740 -4.061 -5.765  -0.073
C: 0.814 -3.494 -4.744  -0.198
O: 0.999 -4.064 -3.454  -0.177
C: 0.192 -5.220 -3.266  -0.091
H: 3.757 -5.946 -9.552  0.101
H: 2.897 -7.148 -8.601  0.093
H: 4.598 -6.973 -8.295  0.101
H: 4.962 -4.186 -8.339  0.144
H: 5.403 -5.019 -6.912  0.136
H: 3.599 -2.597 -7.124  0.138
H: 4.962 -2.919 -6.009  0.130
H: 1.790 -5.141 -5.868  0.128
H: 1.650 -3.538 -6.715  0.142
H: -0.240 -3.658 -4.994  0.113
H: 0.890 -2.406 -4.695  0.137
H: -0.865 -4.951 -3.277  0.069
H: 0.500 -5.795 -2.393  0.091
H: 0.415 -5.959 -4.045  0.091
C: -2.518 -6.649 0.822  -0.070
O: -2.458 -6.655 2.241  -0.211
C: -1.306 -7.298 2.725  -0.204
C: -1.437 -7.448 4.230  -0.048
N: -1.939 -6.136 4.798  0.072
H: -2.623 -5.685 4.179  0.150
H: -2.477 -6.250 5.657  0.190
C: -0.876 -5.052 4.986  -0.055
C: -1.610 -3.715 4.874  -0.194
O: -2.390 -3.466 3.705  -0.186
C: -1.691 -3.408 2.475  -0.085
H: -1.522 -6.444 0.417  0.087
H: -3.232 -5.909 0.467  0.094
H: -2.813 -7.639 0.466  0.104
H: -0.432 -6.687 2.469  0.119
H: -1.278 -8.291 2.272  0.150
H: -0.612 -7.856 4.808  0.153
H: -2.293 -8.107 4.394  0.147
H: -0.122 -5.218 4.217  0.122
H: -0.352 -5.166 5.934  0.149
H: -0.923 -2.878 5.013  0.102
H: -2.332 -3.693 5.693  0.135
H: -1.002 -4.232 2.266  0.074
H: -1.049 -2.519 2.453  0.082
H: -2.362 -3.331 1.623  0.102
C: -9.267 4.097 2.572  -0.083
O: -9.025 2.898 3.267  -0.155
C: -8.303 1.960 2.522  -0.217
C: -6.797 2.206 2.441  -0.091
N: -6.264 2.572 3.814  0.107
H: -6.717 3.434 4.119  0.182
H: -6.457 1.847 4.502  0.189
C: -4.789 2.892 3.796  -0.082
C: -3.913 1.805 3.171  -0.232
O: -4.287 0.579 3.735  -0.206
C: -3.924 -0.600 2.993  -0.046
H: -10.297 4.121 2.210  0.110
H: -8.622 4.253 1.702  0.088
H: -9.175 4.963 3.228  0.100
H: -8.621 1.918 1.474  0.141
H: -8.551 0.960 2.881  0.142
H: -6.582 2.995 1.718  0.134
H: -6.295 1.366 1.964  0.125
H: -4.442 3.008 4.825  0.129
H: -4.558 3.875 3.385  0.139
H: -2.838 1.989 3.247  0.123
H: -4.115 1.779 2.091  0.116
H: -4.281 -1.454 3.556  0.098
H: -2.882 -0.493 2.686  0.069
H: -4.461 -0.558 2.036  0.092
C: -0.349 -0.020 4.915  -0.043
O: -1.519 0.571 5.532  -0.171
C: -2.002 -0.275 6.539  -0.231
C: -1.398 -0.014 7.901  -0.063
N: -1.400 1.471 8.256  0.093
H: -0.923 1.618 9.147  0.193
H: -0.763 1.953 7.617  0.166
C: -2.774 2.151 8.318  -0.068
C: -2.689 3.635 8.443  -0.228
O: -1.724 4.201 7.585  -0.221
C: -1.772 5.649 7.517  -0.032
H: -0.640 -0.956 4.433  0.063
H: 0.458 -0.307 5.594  0.106
H: 0.039 0.647 4.150  0.061
H: -1.997 -1.335 6.272  0.113
H: -3.083 -0.127 6.617  0.127
H: -0.362 -0.340 8.002  0.139
H: -1.907 -0.530 8.716  0.148
H: -3.244 1.759 9.219  0.152
H: -3.379 1.888 7.454  0.120
H: -2.480 3.880 9.491  0.145
H: -3.648 4.119 8.228  0.139
H: -1.025 6.050 6.839  0.078
H: -1.569 6.022 8.520  0.109
H: -2.772 5.831 7.118  0.095
C: -3.026 -7.134 -4.550  -0.059
O: -3.731 -6.036 -4.001  -0.176
C: -3.548 -4.772 -4.554  -0.223
C: -4.059 -4.660 -5.989  -0.062
N: -5.535 -5.088 -5.963  0.095
H: -5.546 -5.973 -5.449  0.166
H: -6.155 -4.437 -5.490  0.185
C: -6.141 -5.419 -7.307  -0.097
C: -5.757 -6.779 -7.839  -0.189
O: -4.363 -7.016 -7.953  -0.216
C: -3.761 -6.356 -9.072  -0.065
H: -3.353 -8.028 -4.017  0.107
H: -1.952 -7.080 -4.365  0.086
H: -3.286 -7.375 -5.584  0.087
H: -2.496 -4.460 -4.555  0.099
H: -4.015 -3.995 -3.944  0.134
H: -3.502 -5.321 -6.647  0.111
H: -4.020 -3.635 -6.353  0.143
H: -5.967 -4.588 -7.994  0.137
H: -7.230 -5.357 -7.247  0.147
H: -6.299 -7.014 -8.758  0.150
H: -6.072 -7.548 -7.127  0.142
H: -3.911 -5.275 -9.031  0.084
H: -4.158 -6.836 -9.968  0.109
H: -2.686 -6.529 -9.069  0.098
C: 2.057 -4.241 0.906  -0.107
O: 3.372 -3.825 0.595  -0.155
C: 3.416 -2.440 0.231  -0.209
C: 4.820 -2.037 -0.123  -0.073
N: 5.496 -2.707 -1.330  0.081
H: 5.426 -3.724 -1.275  0.167
H: 5.088 -2.604 -2.272  0.126
C: 6.980 -2.333 -1.439  -0.062
C: 7.700 -2.464 -0.113  -0.232
O: 7.409 -3.737 0.389  -0.173
C: 8.446 -4.242 1.215  -0.077
H: 1.861 -5.098 0.252  0.083
H: 1.342 -3.426 0.799  0.069
H: 2.017 -4.726 1.888  0.079
H: 3.259 -1.825 1.120  0.116
H: 2.736 -2.144 -0.572  0.112
H: 5.450 -2.346 0.708  0.131
H: 4.895 -0.966 -0.277  0.113
H: 6.948 -1.296 -1.770  0.140
H: 7.379 -3.023 -2.180  0.142
H: 7.424 -1.623 0.526  0.111
H: 8.743 -2.251 -0.372  0.148
H: 8.263 -5.214 1.668  0.093
H: 8.706 -3.533 2.004  0.099
H: 9.388 -4.391 0.677  0.097
C: 5.644 5.584 3.830  -0.043
O: 4.507 4.824 3.381  -0.206
C: 4.333 3.575 4.052  -0.202
C: 3.259 2.850 3.287  -0.097
N: 2.054 3.732 3.004  0.066
H: 2.470 4.640 2.776  0.167
H: 1.644 3.378 2.119  0.101
C: 0.997 3.759 4.092  -0.072
C: -0.181 4.622 3.761  -0.240
O: 0.093 5.980 3.539  -0.137
C: -1.090 6.729 3.721  -0.085
H: 6.457 4.876 3.671  0.100
H: 5.517 5.894 4.869  0.094
H: 5.827 6.510 3.291  0.096
H: 4.010 3.820 5.074  0.125
H: 5.184 2.920 4.246  0.136
H: 3.034 1.841 3.632  0.141
H: 3.546 2.667 2.251  0.102
H: 1.608 4.178 4.894  0.143
H: 0.676 2.727 4.196  0.109
H: -0.869 4.479 4.603  0.117
H: -0.618 4.202 2.843  0.126
H: -1.325 6.795 4.788  0.073
H: -1.950 6.201 3.291  0.069
H: -1.070 7.742 3.329  0.099
B: 4.113 -0.693 -3.928  -1.284
F: 3.290 -1.014 -5.026  0.112
F: 5.117 -1.647 -3.765  0.117
F: 4.793 0.490 -4.034  0.169
F: 3.232 -0.693 -2.817  0.094
B: 5.788 0.675 2.051  -1.250
F: 5.748 2.081 2.119  0.107
F: 6.259 0.159 3.228  0.163
F: 4.439 0.194 1.796  0.042
F: 6.543 0.250 0.945  0.107

Output
* total charge: +6
* HOMO-LUMO gap: 0.2730 Eh
* lowest unoccupied orbital energy: -10.13 eV
* spin multiplicity: 1
* HOMO: -17.563 eV
* E: -136908.409 eV